# 1
Molecular formula: C3H9NS
Method: DFT, wB97M-V/def2-TZVPD

structure (SMILES)	NCCCS
HOMO	-8.94	eV
ΔE to the lowest compared entry with this formula, charge and spin	40.8	kJ/mol
lowest unoccupied orbital energy	0.969	eV
molar mass	91.179	g mol⁻¹

ORCA input file:
```
! RIJCOSX wB97M-V def2-TZVPD def2/J DEFGRID3
* xyz 0 1
S -0.5189 -1.2960 1.5867
N 0.9399 1.1005 -2.0586
C -0.3441 0.6277 -1.5309
C 0.5323 -0.0871 0.7463
C -0.3959 0.8688 -0.0302
H -0.4260 -0.4609 -1.6540
H 1.1410 0.4467 1.4584
H 1.1647 -0.6817 0.0831
H -1.3872 0.6518 0.3579
H 1.6417 0.3774 -2.0411
H 0.8308 1.5661 -2.9440
H -0.1942 1.9182 0.1788
H 0.3400 -2.2924 1.8486
H -1.1917 1.0880 -2.0326
*
```

---

# 2
Molecular formula: C29H26AlO2PTe4
Method: DFT, wB97M-V/def2-TZVPD

HOMO	0.56	eV
ΔE to the lowest compared entry with this formula, charge and spin	910.6	kJ/mol
lowest unoccupied orbital energy	4.143	eV
molar mass	974.881	g mol⁻¹

ORCA input file:
```
! RIJCOSX wB97M-V def2-TZVPD def2/J DEFGRID3
* xyz -2 1
Te 6.7828 -3.2215 1.3538
Te 1.7488 -1.6885 0.7038
Te 4.3427 -2.2095 0.8385
Te 3.2289 -0.1367 -0.5248
P -0.6177 -1.3037 0.1931
Al 0.6184 0.5821 0.1735
O -0.5481 1.2416 1.5110
O -1.1353 1.4283 -0.5848
C -0.0382 -3.6328 -1.4504
C 1.3414 4.6607 -0.1557
C -2.6331 0.1857 0.6528
C -1.3656 0.9240 0.5508
C -0.8382 -2.2496 1.6867
C -1.3503 -3.5456 1.6828
C 2.3189 2.8435 1.0212
C 1.4754 4.7170 2.2472
C -2.5294 -1.0872 0.0730
C -0.7523 -2.2454 4.0886
C -1.2274 -3.5516 4.0848
C -1.5179 -4.1948 2.8925
C 0.0914 -4.1564 -2.7204
C -3.8566 0.7515 0.9426
C -0.5854 -2.0573 -3.6808
C -0.4890 -2.3251 -1.2865
C 2.1490 2.6345 -1.4968
C -3.6846 -1.7784 -0.2642
C 1.2824 3.1871 -2.6399
C 1.9302 3.4013 -0.1994
C -0.5372 -1.6072 2.8876
C -0.7523 -1.5405 -2.4122
C 2.0940 3.4813 2.2281
C -4.9147 -1.2015 0.0021
C -4.9988 0.0346 0.6248
C 1.7444 1.1864 -1.2760
C -0.1769 -3.3725 -3.8363
C 1.1187 5.3073 1.0476
C 3.6233 2.7941 -1.9009
H 4.3134 2.4669 -1.1186
H -0.7793 -1.4274 -4.5418
H 2.4038 3.0044 3.1480
H 1.4703 0.6891 -2.2459
H 1.5581 4.2055 -2.9252
H 2.8885 1.9157 1.0742
H 0.6478 6.2833 1.0473
H 1.0445 5.1535 -1.0717
H -1.3960 -4.0621 5.0223
H 3.8441 3.8450 -2.0998
H -0.5557 -1.7252 5.0172
H 1.4047 2.5597 -3.5281
H 0.2383 -4.2443 -0.5918
H -1.8921 -5.2097 2.9014
H 1.2816 5.2159 3.1887
H -0.1754 -0.5760 2.8599
H -0.0412 -3.7835 -4.8276
H 0.4200 -5.1807 -2.8329
H -1.6466 -4.0153 0.7506
H -3.9115 1.7468 1.3694
H -5.9694 0.4656 0.8312
H 3.8294 2.2290 -2.8123
H 0.2255 3.1634 -2.3624
H -1.0944 -0.5112 -2.2674
H -5.8239 -1.7165 -0.2890
H -3.6264 -2.7458 -0.7549
*
```

---

# 3
Molecular formula: C5H13NS2
Method: DFT, wB97M-V/def2-TZVPD

HOMO (spin up / spin down)	-12.86 / -12.84	eV
ΔE to the lowest compared entry with this formula, charge and spin	213.8	kJ/mol
expectation value of S²	0.755
lowest unoccupied orbital energy (spin up / spin down)	-3.176 / -8.265	eV
molar mass	151.300	g mol⁻¹

ORCA input file:
```
! RIJCOSX wB97M-V def2-TZVPD def2/J DEFGRID3
* xyz 1 2
S 2.5900 2.1430 1.8792
S -3.1294 -0.5984 -0.0875
N 0.9924 -0.5194 -0.6995
C 1.2154 0.7503 -0.0720
C -2.1883 -1.9939 -0.6625
C -0.2631 -0.4876 -1.5795
C 2.3012 0.5140 1.0191
C -1.1060 -1.7516 -1.7614
H -0.8789 0.4086 -1.4614
H -2.1575 0.2840 0.1676
H 1.0264 -1.3224 -0.0783
H -2.8750 -2.6492 -1.2194
H 1.4159 2.7956 1.6678
H -1.4652 -1.5771 -2.7838
H 0.3717 -0.1378 -2.4346
H 3.3106 0.4234 0.5841
H -1.7484 -2.5817 0.1318
H 0.4518 1.4362 0.2939
H 1.7395 1.3232 -0.8990
H 2.1218 -0.2621 1.7645
H -0.5850 -2.7227 -1.6343
*
```

---

# 4
Molecular formula: C5H11NO
Method: DFT, wB97M-V/def2-TZVPD

HOMO (spin up / spin down)	0.63 / -3.02	eV
ΔE to the lowest compared entry with this formula, charge and spin	196.4	kJ/mol
expectation value of S²	0.753
lowest unoccupied orbital energy (spin up / spin down)	4.117 / 3.923	eV
molar mass	101.149	g mol⁻¹

ORCA input file:
```
! RIJCOSX wB97M-V def2-TZVPD def2/J DEFGRID3
* xyz -1 2
O -2.5077 -0.1739 1.7316
N -0.9347 -1.5001 -0.0342
C 0.6437 0.3916 -0.0566
C 0.0305 1.2071 -1.1843
C -0.4171 -0.4062 0.7645
C -1.5098 0.5184 1.5018
C 1.7294 -0.5138 -0.3591
H 0.8237 1.0919 0.7857
H -0.9406 1.4927 -0.9854
H 1.3816 -1.4555 -0.9198
H 2.5413 -0.0904 -0.8933
H 0.4958 2.1420 -1.4676
H -1.4709 -1.0248 -0.8807
H -1.1511 1.5235 1.7509
H 0.0843 0.6323 -2.1234
H -1.5195 -2.1922 0.3453
H 0.2245 -0.7947 1.6466
H 2.4967 -0.8479 0.3782
*
```

---

# 5
Molecular formula: C3H9N3OS
Method: DFT, wB97M-V/def2-TZVPD

structure (SMILES)	CC/N=C(\NO)NS
HOMO	-9.09	eV
ΔE to the lowest compared entry with this formula, charge and spin	230.1	kJ/mol
lowest unoccupied orbital energy	0.693	eV
molar mass	135.192	g mol⁻¹

ORCA input file:
```
! RIJCOSX wB97M-V def2-TZVPD def2/J DEFGRID3
* xyz 0 1
S -3.6129 -0.4498 0.1381
O -0.6352 2.1152 0.3757
N -2.0389 -0.8724 -0.4413
N 0.1228 -0.6302 0.1985
N -1.0684 1.2562 -0.6757
C 1.3703 0.0652 0.0767
C -0.9281 -0.0718 -0.2910
C 2.4982 -0.9655 0.0000
H 3.4831 -0.5054 0.1232
H 1.5058 0.7296 -0.7687
H -3.3479 -0.4194 1.4672
H 2.3621 -1.6425 0.8349
H 2.5254 -1.5869 -0.9063
H 1.5952 0.6351 0.9856
H -1.8257 -1.8493 -0.2486
H -2.0369 1.4905 -0.8190
H 0.0312 2.7015 -0.0495
*
```

---

# 6
Molecular formula: CH4INO2S
Method: DFT, wB97M-V/def2-TZVPD

structure (SMILES)	CNS(=O)(=O)I
HOMO	-10.40	eV
ΔE to the lowest compared entry with this formula, charge and spin	12.1	kJ/mol
lowest unoccupied orbital energy	-1.395	eV
molar mass	221.019	g mol⁻¹

ORCA input file:
```
! RIJCOSX wB97M-V def2-TZVPD def2/J DEFGRID3
* xyz 0 1
I 2.4203 -1.2603 -0.0935
S 1.0551 0.8320 -0.0258
O 1.5855 1.7959 -0.9528
O 0.8661 1.2483 1.3513
N -0.4960 0.3597 -0.5997
C -1.1455 -0.5913 0.2869
H -0.3822 -0.0168 -1.5312
H -0.9737 -0.2533 1.2510
H -0.6772 -1.6319 0.3740
H -2.2524 -0.4824 -0.0602
*
```